No. 1
This record from OMol25 describes a structure of composition C18H20BCl5LuN6S3. The level of theory is ωB97M-V with the def2-TZVPD basis set.

XYZ file:
```
54
Properties=species:S:1:pos:R:3:mulliken_charge:R:1
Lu -0.12 -0.18 -0.03 0.995
Cl 0.41 1.33 -2.86 -0.241
C 0.08 2.56 -1.64 1.099
C -0.26 2.02 -0.43 -1.218
C -0.45 2.87 0.62 0.490
Cl -0.76 2.01 2.13 -0.156
C -0.37 4.24 0.50 -0.272
Cl -0.63 5.26 1.86 -0.155
C -0.06 4.77 -0.76 0.795
Cl 0.05 6.47 -0.96 -0.164
C 0.18 3.92 -1.85 -0.341
Cl 0.60 4.54 -3.39 -0.166
C 1.63 -3.00 -2.55 -0.705
N 2.20 -2.98 -1.21 0.386
C 3.55 -3.03 -0.92 -0.381
C 3.65 -2.96 0.42 -0.476
N 2.38 -2.87 0.95 0.135
B 2.07 -2.61 2.45 0.151
N 2.18 -1.04 2.77 0.558
C 2.22 -0.66 4.09 -0.696
C 2.45 0.67 4.15 -0.397
N 2.56 1.11 2.85 0.240
C 2.85 2.47 2.43 -0.700
C 2.38 0.06 2.02 -0.292
S 2.45 0.25 0.29 -0.357
C 1.50 -2.87 -0.06 -0.709
S -0.23 -2.84 0.03 -0.278
H 2.43 -3.16 -3.26 0.318
H 1.14 -2.05 -2.78 0.207
H 0.89 -3.79 -2.64 0.344
H 4.29 -3.11 -1.69 0.454
H 4.52 -2.98 1.05 0.497
H 0.96 -2.97 2.71 -0.097
H 2.93 -3.15 3.11 -0.118
H 2.08 -1.38 4.88 0.520
H 2.56 1.33 4.99 0.446
H 2.99 3.08 3.32 0.315
H 2.03 2.88 1.84 0.231
H 3.76 2.49 1.83 0.336
S -2.77 -0.18 -0.69 -0.431
C -3.40 -1.78 -0.54 0.261
N -3.98 -2.34 -1.59 -0.158
C -4.57 -3.69 -1.58 -0.562
C -5.04 -4.02 -0.18 -0.649
C -3.90 -3.80 0.80 -0.544
N -3.36 -2.45 0.61 0.047
H -3.99 -1.79 -2.43 0.206
H -3.82 -4.41 -1.92 0.274
H -5.39 -3.70 -2.29 0.391
H -5.36 -5.06 -0.14 0.348
H -5.88 -3.39 0.09 0.314
H -3.10 -4.53 0.65 0.252
H -4.25 -3.88 1.82 0.404
H -2.92 -1.99 1.38 0.244
```

Charge: +1
E_tot in Ha: -5782.35434
E_HOMO in eV: -10.920

No. 2
This record from OMol25 describes a cluster of 2 separate species, C9H14 in total at a distorted geometry. The level of theory is ωB97M-V with the def2-TZVPD basis set.

XYZ file:
```
23
Properties=species:S:1:pos:R:3:mulliken_charge:R:1
C -2.11 -1.10 -1.12 -1.387
C -0.45 -2.78 1.86 -0.511
C -1.20 -2.59 0.72 -0.378
C 0.37 -1.75 2.34 -0.264
C -1.24 -1.35 0.09 0.529
C 0.44 -0.54 1.67 -0.646
C -0.39 -0.36 0.56 -0.046
H -0.58 -3.71 2.40 0.346
H -1.74 -3.41 0.25 0.375
H 1.02 -2.05 3.15 0.344
H 1.34 0.05 1.73 0.273
H -2.27 -0.04 -1.24 0.378
H -3.08 -1.57 -0.97 0.394
H -0.28 0.54 -0.03 0.274
H -1.68 -1.57 -2.01 0.291
C 1.85 3.04 -0.56 -0.790
C 1.05 2.49 -1.77 -0.864
H 2.44 2.24 -0.12 0.208
H 2.52 3.85 -0.85 0.340
H 1.22 3.49 0.20 0.264
H 0.08 2.96 -1.88 0.238
H 1.03 1.40 -1.77 0.283
H 1.66 2.78 -2.63 0.347
```

E_tot in Ha: -351.30891
SMILES: Cc1ccccc1.CC
E_HOMO in eV: -9.008

No. 3
This record from OMol25 describes a cluster of 2 separate species, C2H10N3 in total at a distorted geometry. The level of theory is ωB97M-V with the def2-TZVPD basis set.

XYZ file:
```
15
Properties=species:S:1:pos:R:3:mulliken_charge:R:1
C 2.25 0.78 -0.85 -0.745
C -0.93 0.57 0.29 0.031
N -0.37 0.54 1.45 -0.317
N -1.51 -0.49 -0.28 0.039
N -1.45 -1.80 0.34 -0.620
H 3.36 0.93 -0.45 0.268
H 1.40 1.18 -0.17 0.035
H 2.00 -0.32 -0.87 0.184
H -0.89 1.47 -0.42 0.404
H -0.78 -2.37 -0.15 0.269
H -0.64 -0.38 1.95 0.330
H -1.94 -0.36 -1.16 0.224
H -0.33 1.43 1.98 0.319
H -2.31 -2.34 0.17 0.298
H 2.13 1.17 -1.84 0.281
```

Charge: +1
E_tot in Ha: -246.16968
E_HOMO in eV: -15.640

No. 4
This record from OMol25 describes the molecule C18H30O2. The level of theory is ωB97M-V with the def2-TZVPD basis set.

XYZ file:
```
50
Properties=species:S:1:pos:R:3:mulliken_charge:R:1
C -6.28 -0.13 -0.40 -1.202
C -5.47 0.99 0.24 -0.467
C -4.21 0.50 0.94 -0.886
C -3.18 -0.18 0.04 0.081
H -3.62 -1.08 -0.41 0.447
H -2.34 -0.50 0.66 -0.242
C -2.64 0.72 -1.08 -0.980
C -2.00 1.96 -0.53 -0.595
C -0.74 2.08 -0.14 -0.665
C 0.31 1.01 -0.17 0.425
C 0.40 0.34 1.17 -0.378
C 0.34 -0.96 1.44 -0.183
C 0.19 -2.09 0.47 -0.248
C 1.30 -3.08 0.69 -0.626
C 2.49 -3.08 0.10 -0.509
C 2.97 -2.08 -0.91 -0.837
H 2.14 -1.61 -1.43 0.287
H 3.60 -2.59 -1.65 0.478
C 3.80 -0.99 -0.22 -0.340
C 4.37 0.01 -1.23 -0.635
H 3.56 0.48 -1.77 0.285
C 5.21 1.09 -0.54 -0.637
C 4.33 2.01 0.27 0.566
O 3.29 2.49 -0.09 -0.578
O 4.85 2.27 1.48 -0.490
H 4.28 2.88 1.98 0.359
H 5.71 1.70 -1.29 0.337
H 5.96 0.65 0.12 0.320
H 5.00 -0.52 -1.95 0.420
H 4.62 -1.46 0.33 0.410
H 3.17 -0.47 0.50 0.127
H 3.21 -3.83 0.38 0.375
H 1.10 -3.84 1.44 0.370
H 0.20 -1.73 -0.56 0.206
H -0.76 -2.59 0.64 0.439
H 0.41 -1.27 2.47 0.235
H 0.52 1.03 1.99 0.297
H 0.10 0.28 -0.96 0.137
H 1.27 1.48 -0.39 -0.138
H -0.41 3.02 0.28 0.403
H -2.66 2.81 -0.43 0.396
H -1.92 0.14 -1.66 0.387
H -3.45 1.00 -1.75 0.462
H -3.73 1.35 1.43 0.358
H -4.50 -0.21 1.72 0.444
H -6.10 1.50 0.98 0.377
H -5.21 1.73 -0.53 0.236
H -6.52 -0.90 0.34 0.292
H -7.22 0.26 -0.80 0.393
H -5.74 -0.60 -1.22 0.284
```

E_tot in Ha: -854.31628
SMILES: CCCCC/C=C\C/C=C\C/C=C\CCCCC(=O)O
E_HOMO in eV: -8.817

No. 5
This record from OMol25 describes a cluster of 2 separate species, O4S2 in total at a distorted geometry. The level of theory is ωB97M-V with the def2-TZVPD basis set.

XYZ file:
```
6
Properties=species:S:1:pos:R:3:mulliken_charge:R:1
O 0.69 -1.28 -0.47 -0.347
O -0.39 -2.63 -2.18 -0.361
O -0.73 1.10 1.45 -0.363
O -0.36 3.36 0.62 -0.388
S -0.12 -2.43 -0.79 0.710
S 0.17 2.04 0.84 0.750
```

E_tot in Ha: -1097.31736
E_HOMO in eV: -12.008

No. 6
This record from OMol25 describes the molecule C6H9B at a distorted geometry. The level of theory is ωB97M-V with the def2-TZVPD basis set.

XYZ file:
```
16
Properties=species:S:1:pos:R:3:mulliken_charge:R:1
B -1.96 0.74 -1.91 0.184
C 1.11 -0.45 1.52 -0.357
C 0.19 -1.33 1.11 -0.404
C 0.28 1.11 -0.24 -0.812
C -0.51 0.18 -0.68 0.135
C 1.41 0.83 0.81 -0.437
C -0.52 -1.26 -0.15 -0.623
H -2.65 1.63 -1.52 -0.021
H -1.91 0.34 -2.96 -0.030
H 1.70 -0.63 2.42 0.332
H -0.06 -2.23 1.61 0.373
H 0.23 2.00 -0.75 0.442
H 1.64 1.60 1.59 0.311
H 2.45 0.75 0.23 0.216
H 0.09 -1.61 -0.94 0.284
H -1.50 -1.68 -0.13 0.408
```

E_tot in Ha: -258.72293
SMILES: BC1=CCC=CC1
E_HOMO in eV: -8.710

> Look up the E_tot of the first one.

-5782.35434 Ha